62
Properties=species:S:1:pos:R:3:forces:R:3 method="wB97M-V/def2-TZVPD" total_charge=+3 spin_multiplicity=1 max_force_ev_per_a=4.84 e_homo_ev=-15.85 de_lowest_kcal_mol=82.9 lumo_energy_ev=-11.38 energy_ha=-12677.5009
W 0.707 -0.108 -0.045 1.91 -3.42 -2.04
S -0.678 -1.929 -0.103 -1.03 -0.48 0.22
C -1.128 -2.518 1.510 0.37 -0.01 0.02
C -2.183 -3.407 1.649 0.02 0.04 -0.15
C -2.499 -3.889 2.912 -0.02 0.00 -0.03
C -1.782 -3.481 4.029 0.01 0.01 0.08
C -0.737 -2.578 3.896 0.03 0.07 -0.01
C -0.408 -2.115 2.630 0.22 0.15 -0.22
S 1.001 -1.035 2.440 -0.15 -0.28 -0.24
C 2.366 -2.211 2.417 -0.06 0.11 -0.13
C 2.645 -2.775 1.059 -0.18 0.03 -0.01
C 3.318 -3.982 0.986 0.05 0.00 -0.06
C 3.703 -4.472 -0.247 0.04 -0.01 0.03
C 3.439 -3.702 -1.364 0.00 0.05 0.02
C 2.769 -2.501 -1.215 -0.12 0.11 -0.02
C 2.635 -1.645 -2.441 0.00 0.02 -0.02
S 1.255 -0.465 -2.379 0.48 0.41 -0.79
C 1.983 1.187 -2.425 0.15 -0.24 -0.14
C 1.888 1.922 -3.597 -0.15 -0.16 0.01
C 2.363 3.225 -3.622 -0.01 -0.04 -0.09
C 2.890 3.805 -2.471 0.09 0.00 0.10
C 2.990 3.075 -1.297 -0.13 0.04 -0.03
C 2.560 1.748 -1.266 -0.03 -0.36 0.44
S 2.910 0.735 0.155 1.18 -0.36 -0.81
N 2.313 -2.051 -0.028 0.04 -0.24 -0.22
H -2.743 -3.719 0.777 -0.02 -0.05 0.04
H -3.315 -4.592 3.015 0.00 0.01 0.04
H -2.033 -3.862 5.009 -0.03 0.00 -0.01
H -0.182 -2.237 4.761 -0.03 -0.03 0.03
H 2.132 -2.989 3.143 0.03 0.01 0.02
H 3.237 -1.657 2.778 0.00 -0.01 0.01
H 3.549 -4.519 1.896 -0.01 -0.01 0.00
H 4.222 -5.418 -0.335 -0.02 -0.01 0.01
H 3.760 -4.019 -2.347 -0.01 -0.01 0.00
H 2.446 -2.262 -3.319 0.02 0.03 -0.02
H 3.549 -1.074 -2.617 -0.03 0.05 0.06
H 1.449 1.473 -4.479 0.01 0.05 -0.03
H 2.321 3.782 -4.549 0.01 0.05 0.03
H 3.245 4.826 -2.490 0.01 0.00 -0.04
H 3.422 3.506 -0.404 0.03 0.05 -0.04
C -1.218 3.068 -2.091 0.05 0.24 -0.46
C -1.607 1.797 -1.438 0.12 -0.10 0.32
O -0.683 0.929 -1.294 -0.23 -0.53 -0.05
C -2.936 1.650 -0.906 -0.23 -0.22 0.16
C -3.953 2.549 -1.290 0.18 0.02 -0.08
C -5.193 2.502 -0.690 -0.11 0.08 -0.05
C -5.454 1.573 0.311 0.10 -0.09 0.03
C -4.472 0.661 0.695 -0.07 0.04 -0.05
C -3.242 0.685 0.078 0.20 0.16 -0.08
H -0.162 3.080 -2.347 -0.05 -0.04 0.06
H -1.457 3.908 -1.433 0.03 -0.05 0.06
H -1.804 3.224 -3.002 0.05 -0.01 0.00
H -3.779 3.266 -2.080 -0.02 0.04 0.07
H -5.964 3.195 -0.999 0.00 -0.02 -0.02
H -6.425 1.549 0.789 -0.01 0.02 -0.02
H -4.672 -0.067 1.469 -0.04 0.01 -0.02
H -2.493 -0.024 0.377 0.20 -0.18 0.04
Se -2.599 4.723 1.687 -0.27 -0.29 -0.34
Sb -0.665 3.423 2.527 -1.04 2.04 2.81
Se -0.415 3.076 4.868 0.07 -0.23 -0.74
Se -0.358 5.641 1.509 0.40 0.11 -0.39
Se 0.174 1.521 1.234 -2.01 3.44 2.75


62
Properties=species:S:1:pos:R:3:forces:R:3 method="wB97M-V/def2-TZVPD" total_charge=-1 spin_multiplicity=1 max_force_ev_per_a=2.90 e_homo_ev="-4.39 / -4.39" de_lowest_kcal_mol=0.0 lumo_energy_ev="2.53 / 2.53" energy_ha=-8886.0739
Ni 0.936 -0.584 -0.631 -2.49 1.04 1.05
C 0.305 1.729 3.095 0.07 0.01 -0.09
C 0.545 0.582 2.140 0.04 -0.30 0.05
N 0.719 0.787 0.875 0.25 -0.31 -0.64
N 0.702 2.146 0.502 0.02 -0.30 -0.17
C 0.330 2.334 -0.714 -0.07 0.13 0.12
S -0.178 1.138 -1.851 0.59 -0.15 0.23
S 0.331 4.072 -1.180 -0.09 -0.13 0.00
C -1.459 4.211 -1.514 0.02 0.00 -0.03
C -2.260 4.353 -0.251 0.10 -0.07 0.04
C -2.440 5.590 0.364 -0.01 0.00 -0.04
C -3.092 5.687 1.584 -0.02 -0.05 0.00
C -3.575 4.543 2.210 0.05 0.03 -0.04
C -3.412 3.308 1.598 0.01 0.01 -0.04
C -2.762 3.215 0.374 -0.03 -0.04 0.04
C 0.548 -0.772 2.716 -0.09 0.19 0.10
C 0.571 -0.904 4.118 0.04 0.00 -0.04
C 0.507 -2.121 4.758 -0.01 -0.06 -0.08
C 0.392 -3.280 3.977 -0.01 0.06 -0.02
C 0.371 -3.195 2.608 -0.01 -0.04 0.03
C 0.468 -1.951 1.924 0.22 0.18 -0.31
O 0.463 -1.966 0.634 0.42 -0.19 -0.20
H 0.149 2.655 2.558 -0.01 0.03 -0.03
H -0.563 1.516 3.720 0.02 -0.02 -0.02
H 1.169 1.853 3.754 -0.02 -0.01 -0.02
H -1.578 5.064 -2.182 -0.02 0.03 0.05
H -1.733 3.303 -2.050 -0.07 0.07 -0.10
H -2.051 6.482 -0.115 0.01 -0.02 0.03
H -3.216 6.656 2.054 0.00 -0.01 -0.01
H -4.067 4.615 3.172 -0.02 0.01 -0.02
H -3.785 2.411 2.078 0.01 0.01 -0.01
H -2.622 2.248 -0.098 0.03 0.02 0.02
H 0.659 -0.013 4.725 -0.03 -0.03 0.00
H 0.535 -2.177 5.838 0.01 0.00 -0.01
H 0.321 -4.251 4.455 0.01 0.02 -0.01
H 0.295 -4.081 1.989 0.00 0.02 0.01
C -2.100 -2.030 -0.959 0.03 -0.07 -0.02
C -1.186 -2.434 -2.080 -0.07 0.05 0.09
C -1.621 -3.331 -3.083 -0.05 0.01 0.07
C -0.788 -3.680 -4.103 0.08 -0.04 -0.05
C 0.512 -3.132 -4.171 -0.04 -0.01 -0.04
C 1.460 -3.374 -5.195 -0.10 -0.04 0.04
Br 1.059 -4.575 -6.619 -0.02 0.01 0.00
C 2.675 -2.749 -5.178 0.10 0.17 0.14
C 3.015 -1.868 -4.142 0.02 -0.17 -0.25
Br 4.721 -1.043 -4.168 0.00 -0.01 0.00
C 2.161 -1.580 -3.072 0.18 0.33 0.42
O 2.425 -0.811 -2.098 0.36 -0.57 -0.51
C 0.871 -2.250 -3.134 -0.18 0.04 0.08
N 0.027 -1.935 -2.120 0.41 0.09 0.03
H -3.141 -2.070 -1.281 0.01 -0.02 -0.01
H -1.856 -1.022 -0.629 0.01 0.03 0.01
H -1.967 -2.696 -0.104 0.01 0.02 -0.02
H -2.625 -3.734 -3.028 0.02 0.02 0.01
H -1.115 -4.368 -4.872 0.00 0.01 -0.01
H 3.385 -2.927 -5.973 0.02 -0.01 0.02
C 3.836 -0.408 1.767 -0.05 -0.15 -0.16
O 3.236 -0.704 0.517 0.32 0.11 0.33
H 4.909 -0.618 1.761 0.04 0.03 0.01
H 3.367 -0.959 2.587 0.00 -0.03 0.04
H 3.696 0.658 1.940 -0.02 0.02 0.01
H 3.518 -1.569 0.202 -0.02 0.06 -0.05


62
Properties=species:S:1:pos:R:3:forces:R:3 method="wB97M-V/def2-TZVPD" total_charge=+2 spin_multiplicity=1 max_force_ev_per_a=1.68 e_homo_ev="-13.87 / -13.87" lumo_energy_ev="-8.63 / -8.63" energy_ha=-5843.3962
V -0.358 -1.156 -0.032 0.31 -0.18 -1.64
C 0.195 -1.441 5.388 -0.09 0.09 0.02
C 0.906 -1.443 4.070 0.01 0.01 -0.18
C 2.293 -1.345 3.959 -0.10 0.02 -0.06
C 2.886 -1.306 2.712 0.04 -0.02 0.01
C 2.078 -1.355 1.596 0.05 0.04 -0.33
Br 2.831 -1.139 -0.116 0.30 0.00 0.31
N 0.743 -1.484 1.663 0.36 -0.08 0.15
C 0.184 -1.509 2.892 0.03 -0.02 0.36
H 0.880 -1.633 6.210 0.01 -0.03 -0.01
H -0.596 -2.190 5.411 0.02 -0.01 0.03
H -0.266 -0.466 5.557 0.02 -0.01 0.03
H 2.903 -1.265 4.850 0.02 -0.05 0.00
H 3.954 -1.193 2.596 0.00 -0.03 -0.02
H -0.893 -1.573 2.952 0.00 0.00 -0.09
O 1.339 1.390 2.132 -0.15 -0.08 -0.25
C 0.824 1.600 1.064 0.52 0.41 0.67
N 0.787 2.732 0.329 -0.19 -0.31 -0.14
C -0.035 2.648 -0.883 -0.28 0.11 -0.12
C -0.310 1.160 -0.861 0.10 0.81 -0.09
O -0.921 0.403 -1.629 0.13 -0.67 0.27
N 0.110 0.623 0.298 -0.34 -0.03 0.08
C 0.664 3.221 -2.098 0.01 0.01 0.00
C 0.734 4.609 -2.217 0.00 -0.14 0.06
C 1.365 5.181 -3.308 -0.02 0.02 0.05
C 1.918 4.372 -4.292 0.00 -0.04 0.01
C 1.866 2.993 -4.165 0.04 -0.01 -0.06
C 1.245 2.415 -3.066 -0.03 -0.01 0.05
C -1.453 3.226 -0.674 -0.07 0.14 0.02
C -1.953 3.458 0.604 0.16 -0.03 -0.08
C -3.231 3.974 0.764 -0.04 -0.03 0.04
C -4.019 4.241 -0.345 -0.03 -0.01 0.03
C -3.533 3.984 -1.620 -0.03 -0.04 0.03
C -2.259 3.468 -1.787 0.13 -0.10 0.05
H 1.245 3.578 0.628 -0.01 0.01 0.04
H 0.284 5.239 -1.458 -0.04 0.03 -0.04
H 1.409 6.258 -3.391 0.02 -0.01 -0.03
H 2.384 4.819 -5.160 0.03 -0.01 0.01
H 2.303 2.363 -4.928 0.00 0.00 0.00
H 1.204 1.334 -2.980 -0.01 0.00 -0.05
H -1.341 3.261 1.476 -0.03 0.07 0.01
H -3.604 4.173 1.760 -0.02 0.01 -0.01
H -5.014 4.644 -0.214 0.02 0.03 -0.01
H -4.146 4.189 -2.487 0.00 -0.01 0.00
H -1.885 3.254 -2.779 0.02 0.08 -0.04
Cl -1.798 -2.685 0.819 -0.36 -1.06 0.86
C -2.362 -1.363 -0.103 -0.65 0.64 -0.52
H -2.986 -0.682 0.470 0.23 0.15 0.04
H -2.771 -1.652 -1.066 0.15 0.01 -0.02
C 2.024 -6.253 0.432 0.00 0.03 0.04
C 0.905 -5.653 -0.351 -0.26 -0.26 -0.06
C -0.184 -6.414 -0.785 0.06 0.14 -0.02
C -1.163 -5.783 -1.532 0.08 -0.14 0.13
N -1.076 -4.491 -1.844 -0.14 0.49 -0.16
C -0.016 -3.862 -1.384 0.16 -0.88 0.25
S 0.123 -2.161 -1.906 -0.40 0.65 0.41
N 0.962 -4.347 -0.642 0.24 0.35 0.00
H 2.034 -7.334 0.314 0.05 0.00 0.04
H 1.909 -6.026 1.494 -0.01 0.00 -0.01
H 2.976 -5.839 0.105 0.00 0.00 -0.01
H -0.253 -7.466 -0.546 0.00 -0.01 -0.03
H -2.041 -6.306 -1.893 0.04 -0.04 -0.02


71
Properties=species:S:1:pos:R:3:forces:R:3 method="wB97M-V/def2-TZVPD" total_charge=-2 spin_multiplicity=2 max_force_ev_per_a=3.11 e_homo_ev="-1.83 / -1.83" lumo_energy_ev="3.53 / 3.78" s_squared=0.794 energy_ha=-15634.8463
V -1.207 0.265 -0.230 -2.43 -1.52 -1.22
C 4.471 2.669 -1.036 -0.08 -0.05 -0.05
N 4.003 1.300 -1.006 -0.13 -0.10 -0.06
C 4.096 0.391 -2.048 0.25 0.49 -0.05
C 3.540 -0.749 -1.636 -0.33 -0.29 0.32
N 3.073 -0.551 -0.339 -0.12 0.05 -0.04
C 3.372 0.733 0.067 0.19 -0.06 0.34
S 3.185 1.492 1.561 0.15 -0.17 -0.34
C 2.380 -1.566 0.413 0.30 0.01 -0.11
C 2.573 -2.903 0.075 0.20 -0.04 -0.06
C 1.970 -3.860 0.864 0.03 -0.05 -0.01
C 1.221 -3.463 1.961 0.07 -0.08 -0.04
C 1.054 -2.111 2.165 0.17 0.31 0.00
N 1.614 -1.172 1.394 0.11 0.12 0.14
H 5.345 2.734 -1.683 0.00 -0.03 -0.02
H 4.728 2.961 -0.022 0.03 -0.01 0.04
H 3.687 3.334 -1.399 -0.03 -0.01 0.00
H 4.549 0.644 -2.991 -0.04 0.01 0.07
H 3.404 -1.675 -2.160 -0.08 0.02 -0.02
H 3.164 -3.190 -0.783 0.06 -0.04 0.05
H 2.063 -4.912 0.624 -0.01 0.01 -0.01
H 0.740 -4.177 2.608 -0.12 -0.04 0.06
H 0.446 -1.753 2.985 -0.11 -0.07 0.01
C -1.692 0.301 3.799 -0.03 0.15 0.24
C -0.972 1.185 2.857 -0.08 0.57 -0.15
N -0.654 0.888 1.629 1.59 1.43 -0.47
C -0.074 2.025 1.046 0.43 -0.90 -0.49
C -0.069 3.020 1.968 0.13 0.58 -0.32
N -0.625 2.480 3.087 -0.14 -0.15 0.62
C 0.339 4.449 1.937 -0.21 -0.31 0.20
O 0.882 4.887 0.822 0.03 0.32 0.11
O 0.142 5.155 2.901 0.09 0.03 0.03
C 0.482 1.960 -0.398 0.93 -1.36 0.54
O 0.982 2.938 -0.923 0.14 0.74 0.00
O 0.442 0.766 -0.983 0.35 2.35 0.93
H -2.507 -0.188 3.273 -0.09 -0.08 -0.06
H -2.096 0.871 4.638 0.03 -0.01 -0.04
H -1.066 -0.502 4.187 0.05 -0.04 -0.03
H -0.734 2.988 3.951 -0.01 0.04 -0.05
H 0.947 4.174 0.130 0.06 -0.22 -0.17
Se -1.383 -5.656 0.885 0.00 0.49 -0.24
Sb -2.513 -3.708 1.860 -0.57 -1.94 1.44
Se -1.894 -1.562 0.564 -1.03 -2.58 1.19
Se -1.731 -3.470 4.194 -0.02 0.35 -0.39
Se -4.932 -3.963 1.788 0.27 0.41 -0.21
Br 0.178 -6.055 -2.823 -0.06 -0.13 0.02
C 0.315 -4.181 -2.974 0.03 0.18 0.20
C 0.722 -3.621 -4.168 0.00 -0.01 -0.20
C 0.868 -2.246 -4.230 0.10 0.05 0.07
C 0.640 -1.503 -3.080 -0.07 -0.03 0.01
N 0.227 -2.040 -1.933 0.23 -0.31 -0.39
C 0.047 -3.364 -1.879 0.01 0.20 -0.05
H 0.914 -4.252 -5.029 -0.01 0.03 0.04
H 1.171 -1.752 -5.146 0.00 -0.04 0.01
H 0.785 -0.430 -3.078 -0.07 0.03 0.04
H -0.321 -3.787 -0.945 0.04 -0.02 -0.03
C -4.265 3.867 0.265 -0.04 -0.15 0.03
C -3.135 3.844 -0.542 0.06 -0.33 0.07
C -2.412 2.657 -0.678 -0.96 0.24 0.25
C -2.792 1.477 0.000 0.59 1.09 -0.57
C -3.944 1.520 0.779 -0.08 0.13 -0.02
C -4.679 2.697 0.904 0.13 0.09 -0.09
H -4.828 4.786 0.385 -0.02 -0.03 0.01
H -2.805 4.738 -1.060 -0.03 0.01 0.00
H -1.563 2.684 -1.350 0.04 -0.08 -0.10
H -4.283 0.620 1.275 -0.02 -0.08 0.08
H -5.579 2.704 1.510 0.04 0.00 -0.01
F -1.838 0.431 -2.856 -0.16 -0.16 -0.26
C -2.303 -0.486 -1.850 -0.29 1.17 -0.63
F -3.675 -0.312 -1.837 0.10 0.07 -0.02
H -2.189 -1.481 -2.256 0.42 -0.26 -0.10